DFT (ωB97M-V/def2-TZVPD) results for 2 unconnected molecules or ions with the total composition C11H16N5O2P at a distorted geometry.

Properties
- Max |F|: 6.224 eV/Å
- Charge: 0
- Structure (SMILES): CC(=O)N(C)[C@H](C#N)[C@H](C#N)P(N)O.c1cc[nH]c1
- Kohn-Sham gap: 0.3029 Eh

Structure (XYZ):
```
35
C11H16N5O2P, DFT ωB97M-V/def2-TZVPD
C 2.9983 -1.6446 1.9943
C 2.3625 -0.5205 0.9989
O 2.0174 -0.9466 -0.1510
N 2.1697 0.8959 1.3596
C 3.2881 1.4598 2.1724
C 0.8290 1.1522 1.9817
C 0.7366 0.6372 3.5186
N 0.8999 0.0240 4.5480
C -0.4205 0.7486 1.0683
C -1.6313 1.7440 1.4881
N -2.5039 2.5048 1.8090
P -1.0885 -1.0108 1.1946
N -0.9195 -1.6717 -0.4684
O -0.1338 -2.0691 2.1421
H 2.5145 -2.6488 1.6834
H 4.1406 -1.6593 1.8489
H 2.6664 -1.4145 3.0631
H 3.6380 0.8066 3.0434
H 2.9634 2.4886 2.5956
H 4.1494 1.6858 1.4305
H 0.7848 2.3097 2.0800
H -0.1537 1.0308 -0.0264
H -0.1954 -2.4258 -0.4088
H -0.4438 -0.9533 -1.0626
H -0.6102 -2.2041 2.9944
C -2.9490 0.5625 -5.2086
C -3.7194 0.9466 -4.0832
C -3.2277 0.2629 -2.9979
N -2.1919 -0.5232 -3.4276
C -2.0118 -0.3426 -4.7731
H -3.0662 0.9105 -6.2245
H -4.5422 1.6463 -4.0684
H -3.5255 0.2669 -1.9598
H -1.6468 -1.1382 -2.8440
H -1.2354 -0.8734 -5.3034
```

=====

DFT (ωB97M-V/def2-TZVPD) results for 2 unconnected molecules or ions with the total composition C11H16NOP at a distorted geometry.

Properties
- Max |F|: 3.020 eV/Å
- Charge: 0
- Structure (SMILES): CN1Cc2ccccc2P1O.C=CC
- Kohn-Sham gap: 0.3488 Eh
- Energy above the lowest of the compared OMol25 structures with the same formula, charge and spin: 41.5 kcal/mol

Structure (XYZ):
```
30
C11H16NOP, DFT ωB97M-V/def2-TZVPD
C 0.2844 -2.4013 -0.1793
N 1.2353 -1.3109 -0.0828
C 2.1326 -1.3299 0.9985
C 3.1952 -0.2232 0.7744
C 4.4321 -0.0777 1.2694
C 5.0818 1.1335 0.9007
C 4.6397 2.0779 0.0491
C 3.3980 1.7771 -0.6113
C 2.7303 0.6731 -0.1510
P 1.1206 0.2082 -0.8469
O 0.4076 1.0917 0.3836
H 0.8464 -3.3421 0.1125
H -0.5788 -2.4028 0.5294
H 0.1340 -2.4300 -1.2775
H 2.6423 -2.3092 1.1027
H 1.5844 -1.2331 1.9134
H 4.8842 -0.8669 1.9220
H 5.9741 1.2082 1.4006
H 5.3671 2.8623 -0.1127
H 3.0714 2.3486 -1.4781
H -0.5176 1.2800 0.2273
C -4.8721 0.1109 -0.8734
C -4.0235 0.3982 0.1061
C -2.9954 1.4206 0.2475
H -5.4780 -0.8498 -0.7836
H -4.8684 0.6720 -1.7606
H -4.0025 -0.3949 0.8364
H -3.1780 2.1010 -0.6387
H -3.1105 1.9891 1.1946
H -1.9732 0.9299 0.4948
```

=====

DFT (ωB97M-V/def2-TZVPD) results for a molecular structure, C11H16O2SSbSe4Tc.

Properties
- Max |F|: 0.808 eV/Å
- Charge: +2
- Kohn-Sham gap (alpha / beta): 0.2238 / 0.2240 Eh
- Energy above the lowest of the compared OMol25 structures with the same formula, charge and spin: 5.9 kcal/mol

Structure (XYZ):
```
36
C11H16O2SSbSe4Tc, DFT ωB97M-V/def2-TZVPD
Tc -0.3605 0.4074 -0.1003
Se -3.0945 1.2375 -4.0216
Sb -3.5666 0.8026 -1.8226
Se -1.5833 -1.2051 -1.0031
Se -1.3541 2.3573 -0.3960
Se -5.0446 0.5672 -0.0865
C 0.2110 1.3335 -6.6335
C 0.7502 0.9095 -5.2924
C 0.9390 1.8449 -4.2681
C 1.4775 1.4745 -3.0518
C 1.8103 0.1350 -2.8531
C 1.5998 -0.8249 -3.8412
C 1.0808 -0.4248 -5.0586
S 2.5047 -0.4482 -1.3835
C 3.8771 0.6209 -1.0777
O 1.5677 -0.0543 -0.1436
H 0.0996 2.4136 -6.7018
H -0.7619 0.8776 -6.8222
H 0.8735 1.0072 -7.4356
H 0.6839 2.8833 -4.4430
H 1.6386 2.2200 -2.2833
H 1.8646 -1.8617 -3.6698
H 0.9382 -1.1602 -5.8421
H 3.5827 1.6621 -1.1887
H 4.6429 0.3470 -1.8061
H 4.2291 0.4070 -0.0701
C 0.3306 1.4267 3.9436
O 0.1480 1.2428 2.4780
C -0.2781 0.1962 1.8897
C -0.6739 -1.0379 2.6094
H -0.5498 1.9544 4.2917
H 1.2186 2.0394 4.0187
H 0.4656 0.4786 4.4439
H -0.5772 -0.9994 3.6873
H -0.0786 -1.8649 2.2127
H -1.7104 -1.2482 2.3343
```

=====

DFT (ωB97M-V/def2-TZVPD) results for a single C11H16O3 molecule at a distorted geometry.

Properties
- Max |F|: 5.942 eV/Å
- Charge: 0
- Structure (SMILES): C=C=C1OC[C@@H](OC)C(=C)OC[C@@H]1C
- Kohn-Sham gap: 0.3431 Eh
- Energy above the lowest of the compared OMol25 structures with the same formula, charge and spin: 142.1 kcal/mol

Structure (XYZ):
```
30
C11H16O3, DFT ωB97M-V/def2-TZVPD
C 2.3465 -2.8202 -0.5010
C 1.8343 -1.6217 -0.5526
C 1.2832 -0.4503 -0.4833
O 0.4923 0.2153 -1.4794
C -0.8634 -0.2884 -1.4631
C -1.6713 0.1942 -0.2098
O -2.8578 -0.3983 -0.0218
C -4.0338 0.4679 -0.3408
C -0.8556 -0.0596 1.0913
C -1.0470 -1.1893 1.7442
O -0.2017 1.0322 1.6647
C 0.7774 1.6316 0.8435
C 1.8443 0.6340 0.4555
C 2.9820 1.3105 -0.2812
H 3.3716 -3.0480 -0.9411
H 1.7877 -3.5223 0.0521
H -0.9516 -1.3971 -1.5050
H -1.1580 -0.0440 -2.4567
H -1.6492 1.2684 -0.3153
H -3.5853 1.4640 -0.2352
H -4.8549 0.2992 0.2896
H -4.4416 0.2835 -1.2947
H -1.6136 -1.9633 1.4735
H -0.5754 -1.3596 2.8056
H 1.1601 2.3884 1.7052
H 0.4411 2.2808 -0.0067
H 2.1387 0.2534 1.4286
H 2.8174 1.2275 -1.3969
H 3.9205 0.8030 -0.1346
H 3.1630 2.4081 0.0653
```

=====

DFT (ωB97M-V/def2-TZVPD) results for a molecular structure, C11H17B2BeN7 at a distorted geometry.

Properties
- Max |F|: 3.829 eV/Å
- Charge: 0
- Kohn-Sham gap: 0.0880 Eh
- Energy above the lowest of the compared OMol25 structures with the same formula, charge and spin: 135.3 kcal/mol

Structure (XYZ):
```
38
C11H17B2BeN7, DFT ωB97M-V/def2-TZVPD
H 1.0708 2.5474 0.6969
N 1.0365 1.1446 -0.9304
B 0.3558 0.1676 -3.2857
N 0.7422 1.2982 -2.2892
C 0.9143 2.5819 -2.6217
Be 1.8185 -0.0546 -0.2151
H 0.8596 2.8567 -3.6764
C 1.1017 3.2884 -1.4399
H 1.2608 4.3460 -1.4298
C 1.0756 2.3873 -0.3839
H 0.4915 0.4335 -4.4656
C -1.7653 -0.4271 3.6054
H -1.7537 -0.0836 4.6568
H -0.9088 -1.0859 3.4394
H -1.7401 0.4450 2.9465
N -1.2203 -0.2445 -3.1391
N 1.3353 -0.9080 -2.7340
N -1.6534 -0.6556 -1.8908
N 1.6844 -1.1555 -1.3984
C -2.2962 -0.2687 -3.9881
C 2.0878 -1.6945 -3.5111
H -2.2816 -0.0089 -5.0642
H 2.1058 -1.5589 -4.5805
C -3.4054 -0.7219 -3.2168
C 2.6953 -2.6414 -2.7074
C -2.9481 -0.9246 -1.8970
C 2.3485 -2.3435 -1.3960
H -4.4115 -0.8722 -3.5407
H 3.3524 -3.3833 -3.1069
H -3.4664 -1.2745 -0.9879
H 2.5127 -2.9474 -0.5155
H -2.6589 -0.9706 3.4301
B 0.7494 0.2633 7.7863
C -0.6087 0.8215 7.2612
N -1.6233 1.2478 6.8687
H 0.6584 0.2290 9.0104
H 1.6160 1.0213 7.4020
H 0.8687 -0.8541 7.3082
```

=====

DFT (ωB97M-V/def2-TZVPD) results for a molecular structure, C11H17BrMgN3O at a distorted geometry.

Properties
- Max |F|: 1.632 eV/Å
- Charge: +1
- Kohn-Sham gap: 0.0798 Eh

Structure (XYZ):
```
34
C11H17BrMgN3O, DFT ωB97M-V/def2-TZVPD
Mg -10.2709 0.9716 -3.2704
Br -8.9871 -0.9771 -2.5577
C -7.3777 -3.7281 -0.0487
C -8.5599 -4.6710 -0.1729
O -8.5667 -5.7773 0.3292
N -9.5738 -4.2121 -0.9669
C -10.7126 -4.9825 -1.3884
H -6.6943 -4.1443 0.6843
H -7.6941 -2.7375 0.2786
H -6.8656 -3.7263 -1.0127
H -9.5206 -3.2502 -1.2482
H -10.7756 -5.0176 -2.4835
H -11.6324 -4.6008 -0.9496
H -10.5630 -6.0338 -1.1514
N -9.2316 -3.8827 -4.7353
C -8.1243 -4.6695 -4.8819
C -8.4455 -5.7119 -5.6945
C -9.8433 -5.6011 -5.9740
C -10.2924 -4.4582 -5.4027
H -9.2702 -3.1338 -4.0699
H -7.1891 -4.4579 -4.3881
H -7.7652 -6.4922 -5.9865
H -10.4185 -6.3372 -6.5102
H -11.2759 -4.0223 -5.3756
N -5.4425 -1.5248 -2.7350
C -4.3938 -2.1309 -3.3641
C -3.3540 -2.1890 -2.4681
C -3.7385 -1.4377 -1.3354
C -5.0397 -1.0376 -1.5129
H -6.3218 -1.3286 -3.1732
H -4.4137 -2.3243 -4.4231
H -2.3552 -2.5536 -2.6335
H -3.1400 -1.2194 -0.4667
H -5.7214 -0.5152 -0.8652
```

=====

Number 4 is which compound?
C11H16O3

=====

Which value of max |F| does entry 2 give?
3.020 eV/Å

=====

The highest max |F| belongs to which entry?
C11H16N5O2P